Model 1:
The following is a quantum chemistry calculation of 2 unconnected molecules or ions with the total composition C4H13NO, from the OMol25 dataset.

CARTESIAN COORDINATES (ANGSTROEM)
O: -0.547 0.662 3.503
N: -0.192 -0.127 -0.455
C: 2.001 -0.613 0.570
C: -1.568 1.013 -2.141
C: -0.618 -0.197 -1.839
C: 0.596 -1.093 0.295
H: -0.457 0.502 4.466
H: -2.407 0.836 -1.440
H: -0.491 1.642 3.536
H: -0.186 0.784 -0.004
H: -1.240 -1.051 -2.032
H: -1.136 1.943 -1.769
H: 0.286 -0.239 -2.488
H: 2.657 -0.601 -0.291
H: 1.993 0.271 1.207
H: 2.526 -1.381 1.131
H: -1.872 1.034 -3.184
H: 0.024 -1.324 1.206
H: 0.630 -2.060 -0.269

Calculated values
- HOMO-LUMO gap: 8.50 eV
- Net charge: 0
- Lowest unoccupied orbital energy: 0.027 Eh
- SMILES: CCNCC.O
- Highest occupied orbital energy: -7.8 eV

Model 2:
The following is a quantum chemistry calculation of 2 unconnected molecules or ions with the total composition C4H13NO, from the OMol25 dataset.

CARTESIAN COORDINATES (ANGSTROEM)
O: 0.396 -2.297 -0.380
N: 1.718 0.220 -0.160
C: -0.521 1.204 0.272
C: -0.292 -2.458 -1.617
C: 0.852 0.893 0.874
C: -1.559 1.544 1.306
H: -0.535 -1.482 -2.072
H: 0.305 -2.958 -2.405
H: 2.703 0.059 0.212
H: -1.211 2.426 1.922
H: -1.633 0.650 2.001
H: -0.500 1.928 -0.537
H: -2.541 1.745 0.843
H: 1.893 0.806 -0.968
H: 1.323 1.742 1.274
H: -1.201 -3.035 -1.484
H: -0.796 0.272 -0.233
H: 0.688 0.176 1.660
H: 0.910 -1.433 -0.508

Calculated values
- HOMO-LUMO gap: 10.51 eV
- Net charge: 0
- Lowest unoccupied orbital energy: 0.036 Eh
- SMILES: CCCN.CO
- Highest occupied orbital energy: -9.5 eV

Most favorable first, least favorable last: model 2, model 1

Model 1:
The following is a quantum chemistry calculation of 2 unconnected molecules or ions with the total composition C4H13NO, from the OMol25 dataset.

CARTESIAN COORDINATES (ANGSTROEM)
O: 0.783 -1.220 -2.389
N: -0.613 -1.934 -0.552
C: 0.943 1.855 0.668
C: -0.089 2.233 1.722
C: -0.454 -1.797 -1.968
C: -0.690 1.045 2.472
H: 0.359 2.900 2.466
H: 1.455 -1.906 -2.432
H: -1.268 1.418 3.318
H: -0.876 2.847 1.275
H: -1.345 0.461 1.823
H: 0.091 0.386 2.855
H: 0.075 -2.559 -0.151
H: -0.497 -1.043 -0.090
H: 1.936 1.771 1.114
H: -0.628 -2.761 -2.451
H: -1.219 -1.115 -2.342
H: 0.975 2.541 -0.178
H: 0.743 0.876 0.218

Calculated values
- HOMO-LUMO gap: 10.72 eV
- Net charge: 0
- Lowest unoccupied orbital energy: 0.033 Eh
- SMILES: CCC.NCO
- Highest occupied orbital energy: -9.8 eV

Model 2:
The following is a quantum chemistry calculation of 2 unconnected molecules or ions with the total composition C4H13NO, from the OMol25 dataset.

CARTESIAN COORDINATES (ANGSTROEM)
O: 2.610 0.237 1.744
N: -0.316 0.487 1.340
C: -0.675 -0.328 0.091
C: 1.265 -0.302 -1.553
C: -2.174 -0.533 0.053
C: -0.014 0.359 -1.073
H: -0.104 1.431 1.065
H: -0.870 0.252 2.161
H: 1.723 0.245 1.349
H: 2.107 -0.245 -0.836
H: -0.734 0.453 -1.906
H: 0.969 -1.394 -1.767
H: -2.715 -1.289 0.647
H: 0.192 1.450 -0.849
H: -0.145 -1.291 0.306
H: -2.780 0.346 0.157
H: -2.490 -0.787 -0.997
H: 1.543 0.167 -2.496
H: 2.606 0.742 2.564

Calculated values
- HOMO-LUMO gap: 10.27 eV
- Net charge: 0
- Lowest unoccupied orbital energy: 0.038 Eh
- SMILES: CC[C@H](C)N.O
- Highest occupied orbital energy: -9.2 eV

Most favorable first, least favorable last: model 1, model 2

Model 1:
The following is a quantum chemistry calculation of 2 unconnected molecules or ions with the total composition C4H13NO, from the OMol25 dataset.

CARTESIAN COORDINATES (ANGSTROEM)
O: 0.964 2.078 -2.266
N: -0.119 -0.489 0.916
C: -1.237 -1.394 0.707
C: -2.568 -0.656 0.724
C: 2.070 0.419 0.346
C: 0.882 -0.472 -0.115
H: -3.421 -1.317 0.688
H: -0.423 0.292 1.469
H: -2.641 -0.137 1.688
H: 2.176 0.037 1.359
H: 0.678 2.954 -2.028
H: 2.956 0.151 -0.136
H: 0.320 1.412 -2.003
H: 1.243 -1.464 -0.385
H: 0.428 -0.025 -0.994
H: -1.223 -2.232 1.407
H: 1.804 1.432 0.178
H: -2.622 0.075 -0.076
H: -1.151 -1.803 -0.294

Calculated values
- HOMO-LUMO gap: 9.15 eV
- Net charge: 0
- Lowest unoccupied orbital energy: 0.031 Eh
- SMILES: CCNCC.O
- Highest occupied orbital energy: -8.3 eV

Model 2:
The following is a quantum chemistry calculation of 2 unconnected molecules or ions with the total composition C4H13NO, from the OMol25 dataset.

CARTESIAN COORDINATES (ANGSTROEM)
O: -1.221 0.678 -0.665
N: 3.946 0.816 0.949
C: -3.241 -0.946 -0.469
C: 0.749 -0.426 0.514
C: -0.007 0.954 0.213
C: -2.098 -0.384 -1.313
H: -2.621 0.008 -2.148
H: 1.134 -0.344 1.540
H: 4.168 1.485 1.640
H: 0.686 1.606 -0.334
H: -1.227 -1.009 -1.814
H: -0.378 1.440 1.159
H: -2.843 -1.277 0.491
H: 1.696 -0.410 -0.048
H: -0.013 -1.197 0.387
H: 4.178 -0.185 0.818
H: -3.410 -1.957 -0.878
H: 4.441 1.297 0.276
H: -3.940 -0.150 -0.318

Calculated values
- HOMO-LUMO gap: 9.96 eV
- Net charge: 0
- Lowest unoccupied orbital energy: 0.036 Eh
- SMILES: CCOCC.N
- Highest occupied orbital energy: -9.0 eV

Model 3:
The following is a quantum chemistry calculation of 2 unconnected molecules or ions with the total composition C4H13NO, from the OMol25 dataset.

CARTESIAN COORDINATES (ANGSTROEM)
O: 6.095 -1.336 -2.466
N: -1.950 1.510 1.894
C: -2.596 0.330 1.305
C: -1.570 -0.727 0.898
C: -0.997 -0.507 -0.492
C: -0.182 0.756 -0.639
H: 6.125 -0.416 -2.186
H: 5.425 -1.363 -3.162
H: -1.486 1.240 2.747
H: -1.840 -0.458 -1.178
H: -3.314 -0.122 1.993
H: 0.481 0.955 0.194
H: -0.818 1.635 -0.701
H: -0.757 -0.669 1.631
H: -2.607 2.255 2.073
H: 0.430 0.780 -1.541
H: -2.044 -1.700 0.941
H: -3.211 0.619 0.438
H: -0.434 -1.377 -0.824

Calculated values
- HOMO-LUMO gap: 9.97 eV
- Net charge: 0
- Lowest unoccupied orbital energy: 0.032 Eh
- SMILES: CCCCN.O
- Highest occupied orbital energy: -9.1 eV

Most favorable first, least favorable last: model 3, model 1, model 2

Model 1:
The following is a quantum chemistry calculation of 2 unconnected molecules or ions with the total composition C4H13NO, from the OMol25 dataset.

CARTESIAN COORDINATES (ANGSTROEM)
O: 2.033 -1.762 1.603
N: 0.722 -0.012 -0.539
C: -1.040 0.168 1.169
C: 0.185 -1.185 -1.186
C: -0.898 1.876 -0.652
C: -0.098 0.916 0.248
H: -0.893 -1.208 -1.149
H: 2.520 -2.359 1.024
H: -1.387 2.611 -0.017
H: -1.816 -0.336 0.587
H: 0.634 1.497 0.787
H: 0.476 -1.212 -2.234
H: -0.198 2.402 -1.304
H: -1.532 0.856 1.851
H: 1.509 0.402 -1.003
H: -0.545 -0.597 1.766
H: -1.622 1.313 -1.232
H: 1.503 -1.248 0.967
H: 0.449 -2.121 -0.684

Calculated values
- HOMO-LUMO gap: 9.58 eV
- Net charge: 0
- Lowest unoccupied orbital energy: 0.035 Eh
- SMILES: CNC(C)C.O
- Highest occupied orbital energy: -8.6 eV

Model 2:
The following is a quantum chemistry calculation of 2 unconnected molecules or ions with the total composition C4H13NO, from the OMol25 dataset.

CARTESIAN COORDINATES (ANGSTROEM)
O: 1.890 -5.426 4.705
N: 0.063 -6.445 3.712
C: -1.060 3.038 -2.439
C: -1.203 4.563 -2.327
C: -0.087 5.277 -3.112
C: 1.375 -5.924 3.487
H: -1.902 2.440 -2.099
H: 0.900 4.972 -2.765
H: -0.257 2.675 -1.831
H: -0.996 2.863 -3.505
H: -0.288 4.989 -4.144
H: -0.137 6.355 -2.974
H: -0.493 -5.894 4.347
H: -2.159 4.799 -2.798
H: 1.338 -5.044 2.803
H: 2.625 -4.853 4.467
H: -0.430 -6.665 2.861
H: 1.995 -6.592 2.900
H: -1.175 4.873 -1.285

Calculated values
- HOMO-LUMO gap: 9.93 eV
- Net charge: 0
- Lowest unoccupied orbital energy: 0.034 Eh
- SMILES: CCC.NCO
- Highest occupied orbital energy: -9.0 eV

Most favorable first, least favorable last: model 1, model 2

Model 1:
The following is a quantum chemistry calculation of 5 unconnected molecules or ions with the total composition C3H14O4, from the OMol25 dataset.

CARTESIAN COORDINATES (ANGSTROEM)
O: -3.651 2.359 -2.693
O: -3.311 -1.112 1.223
O: -1.262 1.296 -0.825
O: -1.569 -4.674 1.293
C: 5.139 1.563 0.307
C: 2.951 0.447 0.926
C: 3.920 0.698 0.039
H: 4.816 2.603 0.278
H: 3.839 0.338 -0.982
H: -1.131 0.557 -0.249
H: -1.805 1.965 -0.402
H: 2.046 -0.011 0.550
H: -0.797 -4.647 1.834
H: 5.490 1.384 1.321
H: 5.883 1.308 -0.439
H: -3.096 -1.280 0.305
H: -2.968 2.409 -3.339
H: -3.553 1.457 -2.381
H: -1.271 -4.216 0.494
H: -4.091 -1.656 1.260
H: 3.136 0.435 1.988

Calculated values
- HOMO-LUMO gap: 9.69 eV
- Net charge: 0
- Lowest unoccupied orbital energy: 0.008 Eh
- SMILES: C=CC.O.O.O.O
- Highest occupied orbital energy: -9.5 eV

Model 2:
The following is a quantum chemistry calculation of 4 unconnected molecules or ions with the total composition C3H14O4, from the OMol25 dataset.

CARTESIAN COORDINATES (ANGSTROEM)
O: -1.500 0.308 0.202
O: 3.128 -0.231 1.204
O: -0.240 2.098 2.405
O: -2.240 -2.018 2.508
C: 0.918 -0.111 -2.688
C: -0.058 -0.570 -1.598
C: -0.418 0.618 -0.719
H: 0.330 -1.374 -0.964
H: 1.900 0.131 -2.280
H: -0.755 1.449 -1.339
H: 0.265 2.007 3.218
H: 0.378 0.967 -0.069
H: -1.120 1.758 2.593
H: -1.716 -1.486 1.889
H: 1.083 -0.848 -3.467
H: 2.809 0.185 2.013
H: 2.347 -0.188 0.639
H: -0.964 -0.972 -2.040
H: 0.485 0.760 -3.172
H: -2.295 0.356 -0.343
H: -2.337 -2.838 2.007

Calculated values
- HOMO-LUMO gap: 11.21 eV
- Net charge: 0
- Lowest unoccupied orbital energy: 0.018 Eh
- SMILES: CCCO.O.O.O
- Highest occupied orbital energy: -10.7 eV

Most favorable first, least favorable last: model 2, model 1

Model 1:
The following is a quantum chemistry calculation of a molecular structure, C4H12NO2, from the OMol25 dataset.

CARTESIAN COORDINATES (ANGSTROEM)
O: -1.355 1.586 -1.775
O: -2.782 3.510 -1.507
N: 1.318 -1.069 1.265
C: -1.626 -0.438 -0.471
C: 1.979 -0.397 0.234
C: 1.961 -2.158 1.885
C: -1.362 0.937 -0.619
H: 3.007 -0.028 0.511
H: -3.422 3.852 -2.138
H: -1.883 -0.932 0.448
H: 1.369 0.488 0.008
H: -1.621 -1.013 -1.399
H: -0.410 0.196 -0.388
H: 2.915 -1.871 2.387
H: 1.294 -2.633 2.621
H: -2.171 2.304 -1.761
H: 2.399 -2.964 1.232
H: -1.631 1.531 0.244
H: 2.023 -0.900 -0.776

Calculated values
- HOMO-LUMO gap: 4.58 eV
- Net charge: -1
- Lowest unoccupied orbital energy: 0.094 Eh
- Highest occupied orbital energy: -2.0 eV

Model 2:
The following is a quantum chemistry calculation of 2 unconnected molecules or ions with the total composition C4H12NO2, from the OMol25 dataset.

CARTESIAN COORDINATES (ANGSTROEM)
O: -2.562 1.998 1.067
O: -0.087 -2.265 0.893
N: 0.939 1.683 -1.190
C: 0.662 0.452 -0.306
C: 0.260 -0.721 -1.090
C: -0.777 -1.841 -0.116
C: 1.848 0.121 0.660
H: 1.081 -1.471 -1.309
H: 1.774 -0.832 1.420
H: -2.124 2.598 0.484
H: 0.670 1.460 -2.179
H: -0.362 -0.636 -1.905
H: -1.634 -1.128 0.281
H: 2.650 -0.287 0.129
H: 1.900 1.862 -1.302
H: 2.065 0.975 1.357
H: -0.197 0.971 0.198
H: -1.154 -2.556 -0.771
H: -2.009 1.343 1.362

Calculated values
- HOMO-LUMO gap: 6.38 eV
- Net charge: -1
- Lowest unoccupied orbital energy: 0.152 Eh
- Highest occupied orbital energy: -2.2 eV

Model 3:
The following is a quantum chemistry calculation of 2 unconnected molecules or ions with the total composition C4H12NO2, from the OMol25 dataset.

CARTESIAN COORDINATES (ANGSTROEM)
O: -2.252 -1.248 -3.627
O: 0.028 1.236 -1.594
N: -0.632 1.176 1.301
C: 0.872 -1.260 2.814
C: 0.908 0.699 -0.755
C: 1.235 -0.464 1.583
C: 0.176 0.174 0.632
H: 2.129 -1.100 1.158
H: 1.780 1.301 -0.387
H: 1.832 -1.636 3.208
H: -0.443 2.060 0.847
H: -2.507 -1.044 -2.660
H: 1.605 -0.235 -1.094
H: 1.733 0.490 1.904
H: -1.665 1.206 1.251
H: 0.439 -0.697 3.577
H: -0.479 -0.760 0.387
H: -1.477 -0.640 -3.574
H: 0.120 -1.973 2.406

Calculated values
- HOMO-LUMO gap: 6.87 eV
- Net charge: -1
- Lowest unoccupied orbital energy: 0.148 Eh
- Highest occupied orbital energy: -2.8 eV

Model 4:
The following is a quantum chemistry calculation of 2 unconnected molecules or ions with the total composition C4H12NO2, from the OMol25 dataset.

CARTESIAN COORDINATES (ANGSTROEM)
O: 0.466 0.742 -1.178
O: 0.766 0.945 1.295
N: 0.609 -1.030 2.561
C: 1.449 -0.139 1.680
C: -0.602 -0.192 -1.145
C: -0.702 -0.793 -2.537
C: -1.871 0.489 -0.670
H: -0.825 -0.008 -3.287
H: -0.339 -0.991 -0.440
H: 1.207 -1.622 3.135
H: 0.677 0.925 -0.189
H: -2.242 1.201 -1.415
H: 0.128 -0.400 3.196
H: -1.639 1.043 0.239
H: -2.671 -0.225 -0.445
H: 0.228 -1.319 -2.756
H: 2.388 0.105 2.239
H: 1.759 -0.800 0.837
H: -1.547 -1.486 -2.618

Calculated values
- HOMO-LUMO gap: 7.54 eV
- Net charge: -1
- Lowest unoccupied orbital energy: 0.153 Eh
- Highest occupied orbital energy: -3.4 eV

Most favorable first, least favorable last: model 4, model 3, model 2, model 1